Entry 1:
A 2-piece molecular cluster, C7H13O2PS3 overall in a non-equilibrium geometry. Source: OMol25; level of theory: the ωB97M-V functional and the def2-TZVPD basis.

Summary:
Energy relative to the best compared isomer or geometry (same formula, charge and spin), kJ/mol: 63.5
Lowest unoccupied orbital energy, Eh: -0.0257
HOMO energy, eV: -8.633
Net charge: 0
2S+1: 1

The geometry in XYZ format:
```
26
Properties=species:S:1:pos:R:3:forces:R:3:lowdin_charge:R:1
C 0.831 -0.474 -2.476 2.3669 1.7254 -0.2308 -0.08
C 1.382 -1.150 -1.477 -1.3546 -0.1594 -0.4044 -0.61
C -0.543 -0.519 -2.961 0.5588 0.6681 -0.5041 -0.54
C -1.766 2.099 -4.946 0.7414 -0.4344 4.2777 -0.05
C 0.293 -0.747 5.592 -0.8914 -2.2962 -2.3212 -0.20
C -1.669 0.610 -4.838 -1.7021 -1.4883 -0.2773 -0.22
C 1.531 -1.046 4.770 -0.3921 -0.1165 -0.4583 -0.60
O -1.439 -1.151 -2.532 -1.8036 -1.3668 0.6851 0.14
O -0.620 0.359 -3.970 2.4183 0.3560 0.3237 -0.06
P 1.482 -0.489 3.010 0.9313 0.1366 0.2444 0.29
S 1.563 1.545 3.679 -0.5982 -0.7969 1.2363 0.41
S -0.533 -0.834 2.547 -1.1284 1.9592 1.7023 0.41
S 1.786 -2.044 -0.282 0.2748 0.2707 -0.4370 0.80
H 1.403 0.372 -2.996 -0.4531 -1.5286 1.0118 0.15
H 1.792 2.093 2.545 0.3349 0.7451 -1.7120 -0.25
H -2.434 2.529 -4.202 -0.6105 -0.4501 0.1716 0.09
H -0.866 2.536 -4.557 0.9770 0.1484 -0.5560 0.08
H -2.046 2.521 -5.792 -0.9987 1.5114 -4.2822 0.02
H 0.143 0.278 5.639 -0.3950 1.9376 0.3031 0.01
H -0.633 -1.222 5.098 1.4016 0.5896 1.1623 0.05
H 0.528 -1.149 6.527 -0.3957 -0.5463 1.7870 0.05
H -1.419 0.046 -5.806 -0.7824 0.9105 1.2350 0.16
H -2.582 0.244 -4.305 0.3966 -0.2277 -1.1147 0.13
H 1.864 -2.064 4.817 -0.5184 -1.0558 -0.2864 0.06
H 2.367 -0.605 5.251 0.9641 1.0992 0.2233 0.04
H -0.418 -1.735 1.667 0.6585 -1.5906 -1.7790 -0.28
```
Positions in Å, forces in eV/Å.

---

Entry 2:
A 2-piece molecular cluster, C2HN2O3 overall in a non-equilibrium geometry. Source: OMol25; level of theory: the ωB97M-V functional and the def2-TZVPD basis.

Summary:
Energy relative to the best compared isomer or geometry (same formula, charge and spin), kJ/mol: 106.3
Lowest unoccupied orbital energy, Eh: 0.1389
HOMO energy, eV: -3.226
Net charge: -1
2S+1: 1

The geometry in XYZ format:
```
8
Properties=species:S:1:pos:R:3:forces:R:3:lowdin_charge:R:1
C -0.923 -1.172 0.591 -0.5409 -1.6652 0.2220 -0.52
C 0.388 1.440 0.313 -0.2388 -1.5903 0.3967 -0.50
N -1.503 -1.818 1.371 -0.0847 -0.3006 0.8724 0.03
N -0.483 -0.435 -0.343 0.6069 2.4219 -1.2507 -0.13
O -0.070 1.619 1.379 0.0291 0.5449 -0.4341 0.13
O 1.093 1.524 -0.628 0.3657 1.0204 -0.1451 0.08
O 0.489 -1.008 -1.249 0.8485 1.4780 0.0208 -0.15
H 1.008 -0.150 -1.434 -0.9857 -1.9090 0.3179 0.07
```
Positions in Å, forces in eV/Å.

---

- Which value of net charge does entry 2 give?
  -1

---

- Look up the energy relative to the best compared isomer or geometry (same formula, charge and spin) of the first one.
  63.5 kJ/mol